1.
Entry from the OMol25 dataset: a molecular structure, C26H23ClN4O5PtS (ωB97M-V/def2-TZVPD).

Results
- HOMO-LUMO gap: 7.29 eV
- Charge: 0
- Energy above the lowest of the compared OMol25 structures with the same formula, charge and spin: 15.5 kcal/mol
- Energy: -2577.4085 hartree
- Max |F|: 0.7 eV/A

Last column: Mulliken charge in e.
Cartesian coordinates (Å):
Pt  -0.019  0.290  0.842  1.48
O  -2.396  -3.438  -0.283  -0.70
C  -2.003  -2.459  0.337  -0.30
O  -0.847  -1.906  0.219  -0.75
C  -2.935  -1.871  1.405  0.52
C  -3.703  -2.732  2.185  -0.76
C  -4.510  -2.251  3.205  -0.51
C  -4.584  -0.890  3.459  -0.64
C  -3.844  -0.046  2.647  -0.05
C  -3.028  -0.506  1.627  -0.16
N  -3.910  1.399  2.881  1.02
O  -4.490  1.793  3.872  -0.63
O  -3.411  2.134  2.045  -0.58
H  -3.653  -3.791  1.968  0.48
H  -5.089  -2.938  3.807  0.41
H  -5.195  -0.484  4.250  0.49
H  -2.507  0.204  1.000  0.90
S  -2.130  5.327  -2.873  -0.18
C  -1.515  4.036  -1.835  0.73
C  -1.373  4.174  -0.459  -0.74
C  -0.922  3.100  0.277  -0.32
N  -0.636  1.917  -0.279  -0.14
C  -0.789  1.773  -1.602  -0.18
C  -1.214  2.805  -2.413  -0.95
C  -1.500  6.749  -2.004  -0.02
C  -2.340  7.517  -1.208  -0.08
C  -1.809  8.632  -0.573  -0.31
N  -0.542  9.004  -0.686  -0.58
C  0.250  8.264  -1.451  -0.34
C  -0.174  7.135  -2.134  -0.02
H  -1.600  5.102  0.043  0.44
H  -0.802  3.164  1.348  0.48
H  -0.564  0.799  -2.008  0.49
H  -1.306  2.648  -3.478  0.44
H  -3.383  7.255  -1.091  0.41
H  -2.439  9.251  0.056  0.36
H  1.281  8.590  -1.532  0.36
H  0.513  6.571  -2.749  0.40
Cl  3.040  1.318  1.736  -0.21
C  3.110  -0.367  1.323  0.97
C  3.923  -1.187  2.092  -0.70
C  3.988  -2.542  1.811  -0.36
C  3.244  -3.076  0.768  -0.83
C  2.437  -2.252  0.008  -0.44
C  2.359  -0.872  0.256  -0.33
C  1.423  -0.035  -0.525  -1.42
H  4.494  -0.758  2.903  0.46
H  4.622  -3.179  2.414  0.40
H  3.289  -4.135  0.551  0.41
H  1.831  -2.666  -0.786  0.34
H  1.018  -0.619  -1.356  0.52
H  1.884  0.889  -0.888  0.74
C  0.546  -1.678  4.957  -1.33
C  0.272  -1.440  3.493  1.00
N  0.284  -2.498  2.690  0.07
O  0.092  -0.279  3.099  -0.83
H  0.257  -2.677  5.279  0.42
H  0.020  -0.930  5.544  0.33
H  1.617  -1.553  5.128  0.29
H  0.459  -3.409  3.072  0.22
H  0.103  -2.395  1.686  -0.19



2.
Entry from the OMol25 dataset: a molecular structure, C26H23F3N3O6Tl (ωB97M-V/def2-TZVPD).

Results
- HOMO-LUMO gap: 8.61 eV
- Charge: 0
- Energy above the lowest of the compared OMol25 structures with the same formula, charge and spin: 0.0 kcal/mol
- Energy: -2092.2465 hartree
- Max |F|: 0.6 eV/A

Last column: Mulliken charge in e.
Cartesian coordinates (Å):
Tl  0.713  1.047  1.131  2.92
O  2.951  1.212  1.862  -0.53
N  3.114  0.649  2.986  -0.42
N  2.080  0.688  3.740  1.04
O  0.955  1.259  3.382  -0.84
C  2.103  -0.053  4.971  0.27
C  3.304  -0.499  5.500  -0.30
C  3.283  -1.231  6.674  -0.54
C  2.080  -1.510  7.314  -0.46
C  0.892  -1.047  6.770  -0.55
C  0.896  -0.313  5.592  -0.40
H  4.232  -0.279  4.993  0.47
H  4.215  -1.584  7.095  0.38
H  2.073  -2.080  8.233  0.39
H  -0.049  -1.256  7.264  0.37
H  -0.015  0.058  5.148  0.49
C  -3.548  -2.452  0.109  -1.23
N  -2.501  -1.437  0.095  0.25
C  -1.330  -1.698  -0.730  -1.30
C  -2.555  -0.319  0.833  0.66
C  -3.795  0.001  1.619  -1.17
O  -1.615  0.488  0.870  -0.69
H  -3.137  -3.363  -0.319  0.44
H  -4.416  -2.154  -0.482  0.33
H  -3.867  -2.682  1.124  0.41
H  -1.636  -2.301  -1.584  0.53
H  -0.564  -2.237  -0.171  0.39
H  -0.909  -0.765  -1.089  0.36
H  -4.637  -0.656  1.429  0.41
H  -4.073  1.025  1.378  0.32
H  -3.544  -0.025  2.680  0.26
F  0.404  9.640  -2.992  -0.25
C  -0.298  9.448  -1.860  0.81
F  0.182  10.325  -0.958  -0.25
F  -1.567  9.799  -2.117  -0.28
C  -0.180  8.033  -1.367  0.36
C  1.085  7.538  -1.065  -0.79
C  1.224  6.242  -0.611  -0.57
C  0.095  5.429  -0.456  0.63
C  -1.162  5.935  -0.761  -0.67
C  -1.300  7.237  -1.217  -0.45
C  0.257  4.080  0.012  0.41
C  0.397  2.951  0.406  -2.38
H  1.956  8.170  -1.186  0.38
H  2.198  5.841  -0.370  0.46
H  -2.033  5.305  -0.640  0.46
H  -2.278  7.632  -1.454  0.46
O  3.559  -2.353  -1.000  -0.72
C  3.331  -3.084  0.104  0.62
C  4.064  -4.261  0.261  -0.73
C  3.880  -5.049  1.378  -0.25
C  2.965  -4.690  2.370  -0.97
C  2.236  -3.532  2.214  -0.46
C  2.401  -2.721  1.087  -0.10
C  1.614  -1.477  0.990  1.77
O  0.776  -1.159  1.870  -0.74
O  1.760  -0.708  -0.025  -1.09
H  3.011  -1.542  -0.931  0.39
H  4.777  -4.524  -0.509  0.45
H  4.461  -5.956  1.486  0.37
H  2.836  -5.307  3.249  0.43
H  1.528  -3.213  2.967  0.49



3.
Entry from the OMol25 dataset: a molecular structure, C26H23I2IrN2P2S (ωB97M-V/def2-TZVPD).

Results
- HOMO-LUMO gap: 4.73 eV
- Charge: +2
- Energy above the lowest of the compared OMol25 structures with the same formula, charge and spin: 87.1 kcal/mol
- Energy: -2894.0753 hartree
- Max |F|: 3.4 eV/A

Last column: Mulliken charge in e.
Cartesian coordinates (Å):
Ir  1.104  -1.390  1.040  0.76
N  -0.539  0.819  -0.330  -0.03
P  1.098  0.342  -0.251  0.63
C  2.035  1.704  0.481  0.63
C  2.144  2.901  -0.241  -0.43
C  2.823  3.974  0.301  -0.81
C  3.410  3.859  1.543  -0.49
C  3.324  2.675  2.256  -0.95
C  2.636  1.598  1.726  -0.08
C  1.767  -0.005  -1.896  0.27
C  3.152  -0.057  -2.055  -0.65
C  3.690  -0.405  -3.277  -0.73
C  2.852  -0.696  -4.344  -0.56
C  1.478  -0.630  -4.195  -1.04
C  0.933  -0.287  -2.973  -0.67
P  -1.804  -0.369  -0.263  0.98
C  -3.315  0.564  -0.449  0.18
C  -3.712  1.526  0.477  -0.35
C  -4.878  2.220  0.272  -0.77
C  -5.653  1.952  -0.846  -0.47
C  -5.265  0.992  -1.763  -0.74
C  -4.094  0.294  -1.566  -0.29
C  -1.700  -0.940  1.486  0.42
C  -2.760  -1.718  1.969  -0.69
C  -2.707  -2.305  3.214  -0.61
C  -1.586  -2.169  4.025  -0.73
C  -0.506  -1.406  3.580  -0.39
C  -0.563  -0.804  2.310  -0.68
H  -0.784  1.742  -0.699  0.44
H  1.724  2.989  -1.228  0.42
H  2.909  4.895  -0.249  0.44
H  3.942  4.694  1.955  0.43
H  3.792  2.593  3.219  0.44
H  2.568  0.679  2.281  0.14
H  3.806  0.184  -1.234  0.51
H  4.762  -0.434  -3.405  0.47
H  3.273  -0.957  -5.296  0.45
H  0.835  -0.836  -5.030  0.49
H  -0.146  -0.222  -2.871  1.02
H  -3.114  1.722  1.354  0.44
H  -5.197  2.962  0.980  0.45
H  -6.569  2.493  -0.998  0.43
H  -5.873  0.784  -2.619  0.45
H  -3.792  -0.466  -2.267  0.45
H  -3.632  -1.868  1.362  0.49
H  -3.543  -2.881  3.558  0.46
H  -1.559  -2.634  4.990  0.47
H  0.355  -1.241  4.207  0.57
H  0.141  0.051  2.162  0.45
I  3.601  -2.169  1.936  0.16
C  3.646  -3.603  0.361  -0.85
I  1.834  -3.234  -0.710  0.16
H  3.645  -4.604  0.782  0.47
H  4.519  -3.421  -0.272  0.43
S  -1.023  -2.203  -1.862  0.01
C  -1.575  -3.283  -0.734  0.42
N  -1.912  -3.974  0.095  -0.36



4.
Entry from the OMol25 dataset: a molecular structure, C26H23IN5NdO7S (ωB97M-V/def2-TZVPD).

Results
- HOMO-LUMO gap (alpha / beta): 7.63 / 7.62 eV
- Charge: 0
- Energy above the lowest of the compared OMol25 structures with the same formula, charge and spin: 31.4 kcal/mol
- Spin multiplicity: 4
- Energy: -3062.3021 hartree
- Max |F|: 5.7 eV/A

Last column: Mulliken charge in e.
Cartesian coordinates (Å):
Nd  -0.375  -0.377  0.562  0.01
C  -3.587  -0.393  -2.528  -1.09
C  -2.779  0.861  -2.620  0.76
N  -3.301  1.892  -3.225  -0.66
C  -2.599  3.023  -3.334  -1.04
C  -1.339  3.197  -2.817  0.57
C  -0.616  4.503  -3.048  -0.91
O  -0.189  5.140  -1.861  -0.50
C  -0.757  2.124  -2.090  -0.20
C  0.533  2.252  -1.507  -0.04
N  1.042  1.351  -0.727  0.29
C  2.344  1.484  -0.264  0.26
C  2.896  2.694  0.170  -0.24
C  4.196  2.747  0.633  -0.84
C  4.979  1.603  0.660  -0.52
C  4.455  0.386  0.246  -0.59
C  3.150  0.344  -0.195  -0.11
I  2.255  -1.517  -0.821  0.14
C  -1.474  0.882  -2.007  0.81
O  -0.985  -0.183  -1.483  -0.70
H  -4.262  -0.461  -3.377  0.50
H  -4.180  -0.378  -1.612  0.02
H  -2.929  -1.259  -2.486  0.31
H  -3.097  3.812  -3.879  0.35
H  -1.273  5.169  -3.627  0.35
H  0.295  4.335  -3.633  0.36
H  -0.954  5.265  -1.290  0.34
H  1.115  3.139  -1.766  0.64
H  2.286  3.585  0.141  0.57
H  4.605  3.688  0.967  0.40
H  6.004  1.658  0.990  0.39
H  5.038  -0.520  0.274  0.43
C  -5.214  -5.860  4.867  -1.44
C  -4.107  -5.078  4.234  1.02
C  -3.636  -3.904  4.810  -0.74
C  -2.700  -3.124  4.151  -0.30
C  -2.220  -3.531  2.920  0.07
C  -2.624  -4.732  2.361  -0.70
C  -3.559  -5.503  3.024  -0.73
S  -1.393  -2.339  1.891  2.29
O  -0.168  -2.818  1.264  -0.73
O  -1.133  -1.119  2.665  -0.71
N  -2.392  -2.031  0.710  -0.53
C  -3.284  -1.016  0.928  0.26
C  -4.640  -1.255  1.191  -0.70
C  -5.475  -0.184  1.417  -0.33
C  -4.951  1.103  1.375  -0.96
C  -3.609  1.257  1.092  -0.41
N  -2.784  0.235  0.875  0.40
H  -5.523  -5.415  5.808  0.35
H  -4.904  -6.887  5.044  0.36
H  -6.077  -5.889  4.202  0.32
H  -4.028  -3.576  5.763  0.32
H  -2.343  -2.196  4.570  0.48
H  -2.213  -5.033  1.410  0.47
H  -3.900  -6.431  2.587  0.39
H  -4.996  -2.271  1.199  0.51
H  -6.518  -0.346  1.644  0.45
H  -5.577  1.960  1.557  0.44
H  -3.154  2.240  1.049  0.49
O  -0.269  1.409  1.800  -0.44
N  0.539  0.787  2.504  1.14
O  0.687  1.046  3.656  -0.73
O  1.238  -0.066  1.939  -0.34